1.
The following is a DFT calculation (ωB97M-V/def2-TZVPD) of a molecular structure, C12H16AlF5P2S.

Each line ends with the Löwdin charge.
Positions of all 37 atoms, in Å:
1 Al -0.10966 0.38837 -0.04701  0.25
2 F 5.99204 2.62702 -0.39600  0.19
3 C 4.68444 2.61622 -0.26636  -0.11
4 C 3.99787 1.41477 -0.35904  -0.13
5 F 4.62630 0.27084 -0.57362  0.17
6 C 2.63867 1.47009 -0.21321  -0.17
7 F 1.90632 0.27025 -0.29238  -0.01
8 C 1.90594 2.60725 0.01559  -0.46
9 S 0.14910 2.52714 0.16028  0.87
10 C 2.61436 3.79257 0.10303  -0.21
11 F 1.97708 4.93029 0.31785  0.15
12 C 3.99451 3.79738 -0.03624  -0.11
13 F 4.65826 4.92883 0.04933  0.19
14 C -3.73861 1.03041 -0.98399  -0.20
15 P -2.53450 0.16445 0.04006  0.79
16 C -2.93125 0.55172 1.77014  -0.21
17 C -2.80723 -1.62923 -0.16042  -0.36
18 C -1.70837 -2.45389 0.53634  -0.36
19 P -0.03035 -2.02222 -0.03488  0.83
20 C 1.15369 -2.92873 0.97573  -0.19
21 C 0.12417 -2.63943 -1.72822  -0.20
22 H -4.73493 0.73037 -0.65852  0.08
23 H -3.60699 0.78169 -2.03619  0.07
24 H -3.62877 2.10697 -0.85813  0.07
25 H -3.94051 0.21071 2.00688  0.08
26 H -2.87824 1.63257 1.90839  0.07
27 H -2.22924 0.08820 2.46463  0.06
28 H -2.84083 -1.84559 -1.23016  0.10
29 H -3.78785 -1.88046 0.24464  0.11
30 H -1.84922 -3.52044 0.35406  0.11
31 H -1.73479 -2.31364 1.61921  0.10
32 H 0.92074 -3.99085 0.88884  0.08
33 H 1.08796 -2.62770 2.02086  0.07
34 H 2.16722 -2.75385 0.61544  0.07
35 H -0.12953 -3.70104 -1.73189  0.08
36 H 1.15490 -2.51924 -2.06451  0.07
37 H -0.53270 -2.11179 -2.42049  0.06

Cartesian forces, eV/Å:
Al -0.1622 0.1440 -0.0950
F -0.0417 0.0140 0.0083
C 0.2560 0.0191 -0.0262
C 0.1658 -0.1577 -0.0422
F -0.0531 0.0347 0.0118
C -0.0871 -0.1535 -0.0063
F 0.0680 -0.0946 -0.0876
C -0.1700 0.0556 0.0421
S 0.0110 -0.1267 0.0137
C -0.0727 0.1986 0.0415
F 0.0066 -0.0632 -0.0077
C 0.1189 0.1870 0.0079
F -0.0356 -0.0418 -0.0026
C 0.0944 0.0020 -0.0370
P 0.0308 0.0142 0.2396
C -0.0626 0.0214 -0.0543
C 0.1129 -0.0188 0.0165
C -0.0234 0.0555 -0.0508
P -0.0118 0.0154 0.0135
C -0.0168 0.0561 0.0228
C 0.0425 0.0331 -0.0110
H -0.0555 0.0183 -0.0291
H 0.0028 -0.0085 0.0024
H 0.0074 0.0084 0.0121
H -0.0059 0.0152 -0.0004
H -0.0063 -0.0027 0.0182
H -0.0037 -0.0212 -0.0161
H -0.0078 -0.0175 -0.0263
H -0.0346 -0.0646 0.0166
H -0.0708 -0.0436 0.0054
H -0.0131 0.0000 0.0318
H 0.0460 -0.0426 0.0345
H -0.0107 -0.0089 -0.0057
H -0.0060 0.0084 -0.0131
H 0.0132 -0.0098 -0.0368
H -0.0171 -0.0054 -0.0123
H -0.0079 -0.0198 0.0217

HOMO-LUMO gap: 7.4 eV
Total charge: +2
DFT total energy: -62286.554 eV

2.
The following is a DFT calculation (ωB97M-V/def2-TZVPD) of 7 unconnected molecules or ions with the total composition C43H38N3O24 in a non-equilibrium geometry.

Each line ends with the Löwdin charge.
Positions of all 108 atoms, in Å:
1 C 0.24788 -0.96680 -4.37915  -0.09
2 C 1.72819 -0.73153 -4.72164  -0.25
3 C 2.30386 -2.03073 -5.30351  -0.18
4 C 3.45912 -1.83882 -6.28218  -0.15
5 N 3.23422 -0.81488 -7.32847  0.09
6 C 2.04454 -0.84695 -7.97584  -0.34
7 N 1.27310 0.21898 -8.22115  0.18
8 C 0.13159 -0.23367 -8.88992  -0.03
9 C 0.23718 -1.55413 -9.03673  -0.02
10 N 1.45725 -1.93814 -8.46089  0.18
11 H -0.26385 -1.31640 -5.27767  0.07
12 H 0.15845 -1.76938 -3.65687  0.06
13 H -0.24384 -0.06495 -4.03491  0.07
14 H 1.74547 0.08678 -5.43487  0.08
15 H 2.20536 -0.44424 -3.79179  0.09
16 H 2.62810 -2.65311 -4.47381  0.12
17 H 1.49039 -2.55736 -5.79998  0.10
18 H 4.39739 -1.63155 -5.78618  0.13
19 H 3.61693 -2.78492 -6.80049  0.11
20 H 3.47410 0.11497 -7.01838  0.15
21 H 1.51049 1.15148 -7.93221  0.18
22 H -0.65989 0.42321 -9.18735  0.13
23 H -0.45241 -2.23776 -9.48277  0.13
24 H 1.85394 -2.85872 -8.38488  0.18
25 C -0.56491 4.08660 -1.32735  0.08
26 C 0.30709 3.14081 -1.70463  -0.23
27 C 0.79513 3.03409 -3.12307  -0.31
28 O 1.59418 2.14854 -3.38351  0.08
29 C 0.28653 3.97324 -4.09995  0.07
30 C -0.58664 4.92394 -3.72624  -0.23
31 C -1.06122 5.04257 -2.30065  -0.30
32 O -1.84649 5.93239 -2.03827  0.12
33 O -1.08860 5.80789 -4.56619  0.11
34 O 0.80172 2.24327 -0.86300  0.10
35 H -0.92223 4.17248 -0.31097  0.14
36 H 0.63376 3.87838 -5.11891  0.13
37 H -1.68342 6.38912 -4.04113  0.09
38 H 1.40410 1.67065 -1.37690  0.08
39 C -4.95771 7.94343 -6.43905  0.08
40 C -6.19080 7.75053 -6.93031  -0.23
41 C -7.11769 6.71089 -6.36014  -0.31
42 O -8.22507 6.60640 -6.84761  0.12
43 C -6.63705 5.88744 -5.26185  0.08
44 C -5.40560 6.08072 -4.77396  -0.23
45 C -4.48988 7.13541 -5.33214  -0.29
46 O -3.38700 7.25829 -4.82740  0.09
47 O -4.91065 5.36324 -3.76898  0.12
48 O -6.67845 8.45201 -7.94105  0.13
49 H -4.28391 8.68728 -6.83977  0.14
50 H -7.30526 5.13477 -4.86822  0.14
51 H -4.01531 5.71013 -3.59665  0.10
52 H -7.58373 8.11779 -8.09348  0.13
53 C 2.11578 -2.71541 -1.28767  0.07
54 C 2.85944 -3.74789 -0.87011  -0.23
55 C 3.88807 -3.58540 0.21191  -0.31
56 O 4.51388 -4.56812 0.55357  0.13
57 C 4.07871 -2.26243 0.78288  0.09
58 C 3.33633 -1.22888 0.36339  -0.23
59 C 2.29036 -1.39775 -0.69954  -0.29
60 O 1.62784 -0.42879 -1.03565  0.09
61 O 3.48635 -0.00741 0.86889  0.13
62 O 2.74436 -4.96852 -1.37059  0.12
63 H 1.36856 -2.81776 -2.06031  0.12
64 H 4.83311 -2.15628 1.54971  0.14
65 H 2.84061 0.56445 0.41723  0.11
66 H 3.39182 -5.52064 -0.88915  0.13
67 C 0.20526 -2.33255 5.76375  0.10
68 C 0.37364 -3.01123 4.62403  -0.22
69 C 0.22511 -2.36287 3.27924  -0.31
70 O 0.41728 -3.04947 2.29097  0.10
71 C -0.13985 -0.95940 3.22636  0.08
72 C -0.31425 -0.27344 4.36507  -0.23
73 C -0.13772 -0.92017 5.71084  -0.28
74 O -0.29706 -0.22578 6.69413  0.11
75 O -0.64910 1.00860 4.38907  0.13
76 O 0.69087 -4.30807 4.59783  0.09
77 H 0.31456 -2.79271 6.73701  0.14
78 H -0.26098 -0.50620 2.25212  0.13
79 H -0.70728 1.26184 5.33167  0.12
80 H 0.75756 -4.55311 3.65420  0.13
81 C -4.61893 -0.66366 8.30988  0.07
82 C -3.40678 -0.08829 8.30115  -0.23
83 C -3.24320 1.40905 8.27490  -0.31
84 O -2.11469 1.86313 8.28279  0.11
85 C -4.43990 2.23228 8.23412  0.07
86 C -5.64848 1.65422 8.24080  -0.24
87 C -5.81337 0.16058 8.29177  -0.32
88 O -6.94496 -0.28608 8.31153  0.11
89 O -6.77896 2.34754 8.20368  0.12
90 O -2.28190 -0.78869 8.31300  0.10
91 H -4.74988 -1.73625 8.33062  0.14
92 H -4.31090 3.30476 8.19931  0.14
93 H -7.49948 1.68849 8.22226  0.12
94 H -1.54777 -0.14479 8.30279  0.09
95 C 4.12266 -5.46585 8.64263  0.08
96 C 5.33414 -6.01895 8.48958  -0.24
97 C 5.94664 -6.22664 7.13093  -0.32
98 O 7.05794 -6.71723 7.07595  0.11
99 C 5.17835 -5.83418 5.96215  0.07
100 C 3.96530 -5.28540 6.11523  -0.23
101 C 3.36544 -5.05383 7.47553  -0.31
102 O 2.26727 -4.52962 7.53169  0.10
103 O 3.20575 -4.90504 5.09674  0.09
104 O 6.07681 -6.41812 9.51246  0.12
105 H 3.67539 -5.30943 9.61393  0.14
106 H 5.62022 -6.00248 4.99021  0.13
107 H 2.37191 -4.54840 5.49003  0.09
108 H 6.89964 -6.77543 9.12651  0.12

Cartesian forces, eV/Å:
C 0.3459 -0.1240 -0.5721
C -1.0389 -0.5940 0.2737
C 0.0174 0.8805 0.1272
C -0.0721 -0.8904 -0.2589
N -0.3197 0.0527 0.3197
C 0.9639 0.3460 0.6011
N -0.1585 -0.9711 -0.3794
C -0.0853 0.6215 -0.0100
C 0.2014 -0.3074 0.1177
N -0.4557 0.5378 -0.0841
H -0.2041 0.0653 -0.0822
H -0.1601 0.0241 0.3311
H -0.0376 0.0453 0.2585
H 0.3438 0.2549 0.0291
H 0.4745 0.2798 -0.1275
H 0.1396 -0.2713 -0.0631
H -0.0445 -0.1785 -0.0876
H 0.1358 0.3567 0.0234
H 0.2032 -0.0920 -0.0425
H 0.0887 0.0600 -0.0307
H -0.1896 0.1567 -0.0248
H -0.0521 0.1454 -0.0619
H -0.0220 -0.2611 -0.0750
H -0.0884 -0.1256 -0.1046
C -0.1014 0.1344 -0.0074
C -0.0854 0.1241 0.3795
C -0.0972 0.1818 -0.3411
O 0.0633 -0.1148 0.0546
C 0.1072 -0.2136 0.0428
C 0.1778 -0.0167 -0.4125
C 0.0627 -0.2548 0.4503
O -0.1396 0.0634 -0.2483
O 0.0221 -0.0611 0.4644
O 0.1024 0.1366 -0.2377
H 0.0257 -0.0135 0.0126
H 0.0025 0.0696 -0.0096
H -0.0665 0.1011 -0.3294
H -0.1318 -0.2169 0.0189
C 0.1709 -0.0073 0.0872
C 0.2606 0.2367 -0.0875
C -0.0117 -0.3225 0.3304
O -0.0015 0.1504 -0.1979
C -0.1304 -0.0038 -0.0987
C -0.2350 -0.2216 0.1368
C -0.0570 0.2618 -0.2822
O 0.0282 -0.1003 0.1776
O 0.1669 0.1449 -0.1458
O -0.1604 -0.1600 0.0632
H -0.0276 0.0222 -0.0080
H 0.0084 0.0068 0.0302
H -0.0029 0.0454 0.1393
H -0.0408 0.0223 -0.0167
C -0.0638 0.3310 -0.0874
C -0.2755 -0.0166 -0.2320
C 0.1860 0.3077 0.3316
O -0.0714 -0.1765 -0.1666
C 0.0801 -0.1230 0.0293
C 0.3390 -0.1310 0.3472
C -0.2080 -0.4076 -0.2265
O 0.2596 0.1655 0.0567
O -0.2785 0.0170 -0.2912
O 0.1780 0.0089 0.1314
H -0.0662 -0.0630 0.0245
H -0.0171 0.0358 0.0171
H -0.0267 0.0589 0.0948
H -0.0028 -0.0449 0.0259
C -0.0125 0.0817 0.1938
C -0.0622 -0.0786 0.3400
C -0.1134 0.4093 -0.1728
O 0.1166 -0.2155 -0.0093
C 0.0559 -0.1316 -0.1344
C -0.0414 0.1566 -0.3585
C 0.1046 -0.4352 0.1234
O 0.1948 0.3001 -0.1969
O 0.0276 -0.1097 0.2336
O -0.3074 0.2362 -0.2678
H 0.0300 -0.0271 -0.0258
H -0.0125 0.0290 0.0134
H -0.0016 0.0519 0.0195
H 0.0366 -0.0324 -0.0129
C -0.1433 -0.0025 -0.0289
C -0.1225 -0.3870 0.0658
C -0.2472 0.3498 -0.0014
O 0.1336 -0.1820 -0.0401
C 0.1596 0.0195 -0.0128
C 0.1032 0.3581 -0.0083
C 0.2366 -0.3936 0.0092
O -0.1429 0.1980 -0.0293
O -0.0569 -0.2105 0.0020
O -0.2527 0.2521 0.2197
H 0.0289 -0.0066 0.0203
H -0.0244 0.0047 0.0169
H -0.0388 -0.0131 0.0165
H 0.1188 -0.0660 -0.0957
C -0.1649 0.0734 -0.0267
C -0.1979 0.0723 0.2947
C -0.0889 0.0497 -0.4333
O 0.0505 -0.0449 0.2304
C 0.1304 -0.0581 0.0269
C 0.2229 -0.0739 -0.3185
C 0.0966 -0.0612 0.4598
O -0.0511 0.0574 -0.2314
O -0.1183 0.1642 0.4832
O 0.1136 -0.0358 -0.1948
H 0.0270 -0.0070 0.0154
H -0.0175 0.0148 -0.0122
H 0.2609 -0.2625 -0.2790
H 0.0420 -0.0120 0.0091

HOMO-LUMO gap: 7.1 eV
Total charge: +1
DFT total energy: -98809.422 eV

3.
The following is a DFT calculation (ωB97M-V/def2-TZVPD) of C4H8N2 in the gas phase in a non-equilibrium geometry.

Each line ends with the Löwdin charge.
Positions of all 14 atoms, in Å:
1 C 0.63045 -0.98529 0.70833  -0.06
2 C -0.71940 -0.45895 1.12722  -0.03
3 C -0.02567 0.03593 -0.20071  -0.42
4 C 0.42484 1.47526 -0.19181  -0.02
5 N -0.54454 -0.03091 -2.58474  0.07
6 N -0.50932 -0.52816 -1.46529  -0.18
7 H 1.42362 -0.75820 1.34296  0.09
8 H 0.52551 -1.99979 0.57128  0.07
9 H -0.77582 0.42367 1.70734  0.09
10 H -0.40745 2.04746 -0.23801  0.05
11 H 1.09657 1.56085 -1.08545  0.10
12 H 0.99459 1.77382 0.60443  0.06
13 H -1.53968 -0.97490 1.01494  0.04
14 H -0.57370 -1.58080 -1.31050  0.14

Cartesian forces, eV/Å:
C -1.8731 1.7180 0.4142
C 4.3441 3.6812 -1.8394
C 0.1493 -0.7180 2.2359
C 1.7994 -3.0482 -3.3167
N -0.2241 -0.3591 1.8227
N 0.8463 -0.5577 -1.4352
H 1.4544 0.6803 0.5889
H 0.1649 -2.1851 -1.1449
H -0.1291 0.3043 1.1368
H -2.4395 2.1968 -0.6137
H -0.8317 0.4990 0.4969
H 1.3135 0.2076 2.3637
H -4.0861 -3.0115 -0.3798
H -0.4881 0.5924 -0.3295

HOMO-LUMO gap: 9.0 eV
ΔE to the lowest compared entry with this formula, charge and spin: 94.9 kcal per mole
Total charge: 0
DFT total energy: -7253.761 eV

4.
The following is a DFT calculation (ωB97M-V/def2-TZVPD) of 2 unconnected molecules or ions with the total composition C4H7NO.

Each line ends with the Löwdin charge.
Positions of all 13 atoms, in Å:
1 O -0.71014 -2.40447 -0.76223  -0.05
2 N -0.45324 -1.98414 0.34969  0.00
3 C 0.07650 -0.66477 0.33777  -0.28
4 C 0.38457 0.21803 -0.62652  -0.01
5 C 0.78541 1.27842 0.37146  -0.15
6 C 0.47315 0.22922 1.48680  -0.12
7 H -1.82137 -0.85424 -2.08933  0.02
8 H 0.35860 0.18956 -1.71015  0.09
9 H -2.07423 -0.18284 -2.28934  0.05
10 H 1.82457 1.61798 0.31576  0.11
11 H 0.12541 2.15259 0.38187  0.11
12 H 1.35230 -0.10084 2.04836  0.11
13 H -0.32153 0.50551 2.18588  0.11

Cartesian forces, eV/Å:
O 0.1577 0.0931 0.4757
N -0.0647 -0.0722 -0.4895
C 0.0833 0.1282 -0.0329
C -0.0350 -0.1046 -0.0746
C 0.0576 0.1432 -0.0091
C -0.0162 -0.0390 0.2057
H -0.0726 0.0834 -0.0620
H 0.0030 -0.0098 0.1868
H -0.0552 -0.0499 -0.0206
H -0.1371 -0.0656 0.0096
H 0.1113 -0.1184 -0.0033
H -0.1340 0.0432 -0.0709
H 0.1018 -0.0317 -0.1150

HOMO-LUMO gap (spin up / spin down): 8.4 / 8.4 eV
ΔE to the lowest compared entry with this formula, charge and spin: 126.1 kcal per mole
Total charge: 0
SMILES string: O=NC1=CCC1.[H][H]
DFT total energy: -7794.176 eV